Entry 1:
Below is a structure of composition C25H24ClNO4SiTi, with properties calculated with wB97M-V/def2-TZVPD.

The geometry in XYZ format:
```
57
Properties=species:S:1:pos:R:3:forces:R:3
Ti 0.3286 -1.7526 0.3282 -0.219 -0.656 1.487
C -0.8830 -3.7911 0.5694 -0.131 -0.125 -0.141
C -0.8263 -3.2897 1.8898 0.022 0.007 -0.266
C 0.5129 -3.3439 2.3173 0.068 0.141 -0.048
C 1.2934 -3.8518 1.2695 -0.003 -0.215 -0.441
C 0.4268 -4.1440 0.1800 0.168 0.092 0.137
H -1.7707 -3.8814 -0.0377 -0.014 -0.020 0.035
H -1.6571 -2.8932 2.4510 0.010 0.046 0.001
H 0.8835 -2.9882 3.2653 -0.002 0.072 -0.026
H 2.3641 -3.9894 1.2724 0.015 0.010 0.035
H 0.7196 -4.5170 -0.7882 0.025 -0.019 0.005
O 0.0616 1.5770 2.6518 -0.413 0.179 -0.031
C -0.2500 0.5750 1.7895 0.354 -0.677 -0.413
O 0.3013 -0.5913 2.0342 0.023 0.387 -0.097
C -0.9931 0.7315 0.6696 -0.163 0.708 -0.223
C -1.5088 1.9830 0.2040 -0.083 0.225 0.163
C -2.1600 2.0888 -0.9644 -0.019 0.006 -0.029
C -2.3828 0.8982 -1.7738 0.077 -0.194 0.021
C -3.0780 0.9404 -2.9755 0.020 0.026 0.042
C -3.2767 -0.1969 -3.7508 -0.008 -0.019 -0.010
C -2.7680 -1.4036 -3.2956 0.009 -0.034 -0.029
C -2.0670 -1.4758 -2.1001 0.000 0.112 0.028
C -1.8427 -0.3362 -1.3102 -0.289 -0.004 -0.209
N -1.0931 -0.4204 -0.1584 0.178 -0.237 -0.051
H -1.3426 2.8537 0.8293 0.003 -0.029 -0.004
H -2.5335 3.0390 -1.3282 0.014 0.018 0.030
H -3.4652 1.8976 -3.3115 0.005 0.006 0.012
H -3.8212 -0.1398 -4.6853 0.004 0.003 0.002
H -2.9092 -2.3101 -3.8744 -0.012 0.017 -0.014
H -1.6603 -2.4264 -1.7832 0.023 0.028 0.056
C 1.3486 2.9998 4.6005 0.134 -0.073 0.075
Si 1.3148 1.3454 3.7169 0.436 -0.275 0.185
C 0.9962 -0.0188 4.9790 -0.112 0.219 -0.085
C 2.9432 1.0495 2.8163 -0.158 0.135 0.061
H 2.1697 3.0331 5.3233 -0.024 0.004 -0.002
H 0.4172 3.1765 5.1419 -0.018 -0.006 -0.008
H 1.4932 3.8195 3.8943 -0.025 -0.014 -0.028
H 1.3730 0.2560 5.9685 0.045 -0.007 -0.027
H 1.4546 -0.9573 4.6695 0.013 0.011 -0.042
H -0.0787 -0.1930 5.0671 0.005 -0.001 -0.001
H 3.6284 0.4557 3.4264 -0.012 0.015 0.033
H 3.4365 1.9965 2.5815 0.004 -0.008 -0.015
H 2.7744 0.5103 1.8819 -0.060 0.000 0.040
Cl -0.0131 3.5623 -5.4525 0.047 -0.089 0.088
C 0.4635 2.2966 -4.3339 -0.050 0.366 -0.151
C 1.0572 2.6569 -3.1361 0.024 -0.114 0.061
C 1.4025 1.6518 -2.2483 -0.049 -0.121 -0.091
C 1.1553 0.3209 -2.5724 0.058 -0.034 0.257
C 0.5576 -0.0154 -3.7785 -0.015 0.183 -0.097
C 0.2101 0.9842 -4.6763 0.000 -0.232 0.052
C 1.3794 -0.7325 -1.5324 0.195 0.579 -0.572
O 1.8658 -0.4127 -0.4108 0.027 -0.275 0.104
O 0.9547 -1.9022 -1.7399 -0.111 -0.129 0.143
H 1.2177 3.6975 -2.8931 -0.014 0.013 -0.028
H 1.8275 1.8746 -1.2794 0.001 0.037 0.008
H 0.3318 -1.0505 -3.9883 -0.009 -0.025 0.018
H -0.2836 0.7543 -5.6097 0.003 -0.015 0.001
```
Positions in Å, forces in eV/Å.

**ΔE to the lowest compared entry with this formula, charge and spin**: 0.170 eV
**Charge**: -1
**Spin multiplicity**: 2
**Orbital gap (alpha / beta)**: 5.249 / 5.256 eV

---

Entry 2:
Below is a structure of composition C25H24Co2O10, with properties calculated with wB97M-V/def2-TZVPD.

The geometry in XYZ format:
```
61
Properties=species:S:1:pos:R:3:forces:R:3
C 4.4323 2.7378 -2.0043 0.027 -0.088 0.027
C 4.0917 1.3255 -1.5824 -0.918 -0.321 0.193
O 2.6316 1.1650 -1.6569 1.231 0.099 -0.443
C 2.1782 -0.0341 -1.2717 -0.770 -1.376 1.826
C 0.6835 -0.2942 -1.5120 0.089 3.112 -2.328
C 0.5057 -1.1204 -2.9014 -0.770 0.431 1.729
C -0.1223 -2.4457 -2.5876 -0.429 -0.505 -0.061
C 1.7399 -1.3294 -3.7517 -0.055 0.279 0.139
C -0.1019 0.9863 -1.4746 2.046 0.046 1.122
O 0.2149 1.8981 -0.7222 -0.423 -0.078 -0.844
O -1.2477 0.8932 -2.1281 -1.933 0.718 -1.127
C -2.1544 2.0399 -2.3455 0.752 -0.657 -0.138
C -2.2776 3.0262 -1.2182 -0.144 0.243 0.555
O 2.8804 -0.8674 -0.7105 -0.369 0.813 -1.152
H 5.5229 2.7971 -2.0349 0.023 0.188 0.003
H 4.0529 2.9688 -3.0066 -0.022 -0.064 0.212
H 4.0560 3.4755 -1.2888 -0.007 -0.139 -0.153
H 4.5361 0.5919 -2.2767 -0.069 0.160 0.394
H 4.4208 1.1170 -0.5468 -0.161 -0.002 -0.577
H -0.2729 -0.5893 -3.4826 0.623 0.037 0.233
H -1.0372 -2.2532 -2.0205 0.197 -0.437 -0.109
H -0.3919 -2.8885 -3.5482 -0.102 -0.431 0.032
H 0.5500 -3.1279 -2.0399 -0.286 0.211 -0.119
H 2.0616 -0.3622 -4.1214 0.481 0.086 -0.211
H 2.5338 -1.8298 -3.1984 0.120 0.149 0.100
H 1.4894 -1.9800 -4.5922 -0.053 0.095 -0.140
H -1.7910 2.5268 -3.2542 0.008 0.010 -0.045
H -3.1336 1.5864 -2.5629 0.428 -0.039 0.079
H -2.9290 3.8550 -1.5111 -0.090 -0.075 -0.227
H -2.7656 2.5178 -0.3847 0.239 0.275 0.114
H -1.3121 3.4341 -0.9043 -0.366 -0.219 -0.045
O 0.6474 -4.3410 4.1504 -0.032 -1.261 0.612
C 0.6114 -3.1910 4.1293 0.147 1.298 -1.936
Co 0.5498 -1.4506 4.1719 -0.106 -0.768 2.135
C -1.0107 -1.2334 4.8967 -0.844 -0.472 0.003
O -2.0075 -1.2225 5.4865 -0.127 0.120 0.197
C 1.5407 -1.3108 5.6202 0.661 0.688 -1.176
O 2.1455 -1.2206 6.5979 0.152 -0.245 0.929
C 1.2323 -0.8231 2.3284 2.651 -1.851 -1.078
C 0.4557 -0.4132 1.3307 -0.033 -2.061 -2.011
C -0.0508 -0.8568 0.0700 -0.179 -2.133 0.230
C -1.5947 -0.9983 0.1371 1.176 0.043 0.005
C -2.2749 -2.2212 0.0165 -0.458 -0.200 -0.505
C -3.6840 -2.2814 -0.0180 0.952 0.113 -0.057
C -4.4273 -1.1127 0.1164 -0.368 -0.039 0.445
C -3.7768 0.0757 0.4468 1.131 -0.291 -0.079
C -2.3666 0.0982 0.5112 -1.126 0.719 -0.277
Co 0.2820 0.6276 2.8221 -1.368 4.180 2.332
C 0.8217 1.1373 4.4598 0.559 0.291 0.078
O 1.1062 1.6514 5.4577 -0.209 -0.278 -0.442
C 0.6054 2.1998 2.0718 1.448 3.180 -0.002
O 0.8645 3.3348 1.8722 -0.849 -2.632 0.174
C -1.4171 0.8502 3.2189 -2.075 0.179 -0.033
O -2.4862 1.1901 3.5092 0.633 -0.082 -0.013
H 2.3173 -1.0264 2.2964 -0.509 -0.256 -0.039
H 0.4640 -1.7416 -0.3332 -0.794 -0.837 1.726
H -1.6988 -3.1389 -0.1094 -0.127 0.203 0.010
H -4.1766 -3.2422 -0.1823 0.127 0.249 0.107
H -5.5194 -1.1571 0.1001 0.272 0.047 -0.112
H -4.3376 0.9895 0.6378 0.076 -0.204 0.100
H -1.8597 1.0080 0.8286 -0.079 -0.222 -0.357
```
Positions in Å, forces in eV/Å.

**ΔE to the lowest compared entry with this formula, charge and spin**: 2.196 eV
**Charge**: -2
**Orbital gap**: 3.261 eV

---

Entry 3:
Below is a structure of composition C25H24CoN4S3, with properties calculated with wB97M-V/def2-TZVPD.

The geometry in XYZ format:
```
57
Properties=species:S:1:pos:R:3:forces:R:3
Co 0.8762 -0.4005 1.0484 0.617 0.538 -0.123
C 5.5206 1.2049 2.3869 -0.077 0.031 -0.137
S 5.5127 0.0752 0.9651 0.088 -0.087 0.077
C 3.8034 -0.3489 1.0061 -0.199 -0.035 -0.070
S 2.6325 0.8861 0.6155 -0.526 -0.394 0.397
N 3.5020 -1.5824 1.2617 0.258 0.138 0.282
N 2.1424 -1.7725 1.2501 0.174 0.547 -0.105
C 1.6988 -2.9586 1.2754 -0.125 -0.660 -0.030
C 0.2423 -3.0941 1.1672 -0.026 -0.110 0.033
C -0.4249 -4.2962 1.1727 0.113 -0.243 -0.004
C -1.8138 -4.2934 1.0908 -0.040 -0.060 0.018
C -2.4803 -3.0879 1.0174 0.021 0.052 -0.002
C -1.7347 -1.9154 0.9892 -0.047 0.064 -0.030
N -0.4105 -1.9222 1.0434 0.075 0.312 0.433
H 6.5284 1.6102 2.4432 -0.006 -0.006 -0.007
H 5.2951 0.6530 3.2957 0.024 0.019 0.020
H 4.8079 2.0115 2.2374 0.032 0.038 0.018
H 2.3891 -3.7926 1.3557 -0.120 -0.091 -0.076
H 0.1428 -5.2151 1.2355 -0.085 -0.027 0.041
H -2.3678 -5.2225 1.0950 0.045 -0.016 0.014
H -3.5589 -3.0384 0.9856 0.005 -0.002 -0.040
H -2.2119 -0.9458 0.9243 0.021 0.001 -0.025
C -0.2205 -0.4197 -4.2966 -0.014 -0.005 0.015
C -1.2405 0.7187 -4.2720 0.024 0.051 -0.036
C -2.5761 0.1895 -4.8140 0.019 -0.004 0.029
C -0.7261 1.8461 -5.1806 -0.004 -0.002 0.019
C -1.4519 1.2713 -2.8647 0.036 -0.006 -0.001
C -2.3651 2.3278 -2.6668 -0.039 0.013 -0.007
C -2.6198 2.8733 -1.4277 0.008 0.029 0.018
C -1.9285 2.3605 -0.3335 0.023 -0.006 0.048
S -1.9960 2.8210 1.3475 -0.056 0.018 -0.012
C -0.8273 1.6205 1.7105 0.000 0.008 0.227
N -0.4089 0.9404 0.6820 -0.203 0.110 -0.584
C -1.0107 1.3290 -0.5081 -0.015 0.038 0.049
C -0.7703 0.7790 -1.7672 0.020 -0.006 0.059
C -0.2434 1.2332 2.9802 -0.035 0.076 0.255
C -0.5419 1.8038 4.2130 0.033 0.014 -0.030
C 0.1132 1.3461 5.3448 0.006 0.023 -0.015
C 1.0538 0.3298 5.2345 -0.008 0.012 -0.008
C 1.3437 -0.2515 4.0014 0.117 -0.171 0.048
C 0.6927 0.1953 2.8728 -0.102 -0.164 -0.747
H -0.1129 -0.7815 -5.3197 0.006 0.001 0.015
H -0.5414 -1.2649 -3.6818 0.015 0.017 -0.009
H 0.7644 -0.0887 -3.9595 -0.014 -0.017 0.005
H -2.4276 -0.2403 -5.8060 -0.015 0.017 0.002
H -3.3204 0.9819 -4.9006 -0.001 -0.019 0.005
H -2.9792 -0.5882 -4.1617 -0.005 0.003 -0.019
H -0.5430 1.4588 -6.1845 -0.011 0.012 0.012
H 0.2092 2.2573 -4.7962 -0.005 -0.004 -0.019
H -1.4463 2.6613 -5.2637 0.016 -0.015 0.001
H -2.8889 2.7392 -3.5198 -0.013 -0.045 0.009
H -3.3329 3.6785 -1.3130 0.015 0.007 -0.012
H -0.0390 -0.0136 -1.8603 -0.010 -0.005 -0.042
H -1.2707 2.6043 4.2773 0.017 -0.017 0.048
H -0.0994 1.7860 6.3093 -0.002 -0.007 -0.004
H 1.5795 -0.0145 6.1160 -0.032 -0.007 0.008
H 2.0811 -1.0440 3.9463 0.008 0.038 -0.011
```
Positions in Å, forces in eV/Å.

**Charge**: +1
**Orbital gap**: 6.852 eV

---

Entry 4:
Below is a structure of composition C25H24I2N4O6SSeSn, with properties calculated with wB97M-V/def2-TZVPD.

The geometry in XYZ format:
```
64
Properties=species:S:1:pos:R:3:forces:R:3
Sn -1.5644 -2.2224 -1.2696 0.039 0.113 0.144
O -1.2544 -2.7414 2.8421 0.009 0.071 -0.064
C -0.7191 -2.3801 1.8101 0.093 0.182 -0.055
O -1.2317 -1.5290 0.9555 -0.022 -0.449 -0.109
C 0.6996 -2.8690 1.4682 -0.060 -0.028 -0.012
C 1.4240 -1.8579 0.5797 0.053 -0.278 -0.112
C 2.9175 -2.1883 0.4722 -0.041 -0.094 -0.029
C 2.9069 -3.3830 -0.5204 -0.038 0.119 0.091
C 1.4104 -3.5881 -0.7213 -0.004 0.145 0.152
O 0.9295 -2.2101 -0.7331 -0.004 0.006 0.119
C 0.7671 -4.1518 0.5617 0.014 0.081 -0.096
C -0.5825 -4.8124 0.2915 0.007 0.048 0.025
O -0.8913 -5.8308 0.8672 -0.020 0.069 -0.132
O -1.3265 -4.2071 -0.6072 0.064 0.133 -0.059
H 1.2137 -3.0414 2.4115 -0.004 -0.026 0.025
H 1.1870 -0.8225 0.7951 -0.032 0.087 -0.030
H 3.3273 -2.4514 1.4465 0.047 0.013 0.017
H 3.4833 -1.3453 0.0766 -0.005 -0.002 -0.005
H 3.3918 -4.2744 -0.1273 0.018 -0.015 0.002
H 3.3750 -3.1163 -1.4666 0.020 -0.006 -0.010
H 1.1232 -4.0815 -1.6433 -0.069 0.055 -0.058
H 1.3975 -4.9105 1.0175 0.040 -0.007 0.062
I 1.7518 -3.5367 -5.1387 0.039 0.025 0.019
C 1.2814 -1.5479 -4.7406 0.036 -0.009 0.072
C 1.9261 -0.5333 -5.4601 -0.071 -0.085 0.071
C 1.6363 0.7838 -5.2310 0.061 0.098 -0.046
I 2.6354 2.2365 -6.3616 -0.001 -0.023 0.034
C 0.6640 1.1382 -4.2679 -0.035 -0.095 0.086
C 0.2631 2.4634 -3.9862 0.016 0.020 -0.051
C -0.7454 2.7036 -3.0974 -0.058 0.053 0.074
C -1.3484 1.6096 -2.4511 0.055 -0.061 -0.007
N -0.9603 0.3740 -2.6346 0.061 -0.074 0.052
C 0.0193 0.1032 -3.5301 -0.090 0.034 -0.011
C 0.3352 -1.3005 -3.7396 0.254 -0.123 -0.088
O -0.2070 -2.2546 -3.0738 -0.349 0.090 0.033
H 2.6643 -0.8047 -6.2031 -0.029 -0.009 0.000
H 0.7447 3.2807 -4.5084 -0.010 -0.016 -0.005
H -1.0905 3.7133 -2.8993 -0.007 -0.067 -0.051
H -2.1847 1.7576 -1.7740 0.030 0.029 0.076
C -1.4119 5.1377 1.2698 -0.022 -0.084 0.003
N -1.5005 3.6771 1.2369 0.052 0.158 0.044
C -0.6262 2.7588 0.8930 -0.069 -0.104 -0.213
S -0.9467 1.0119 1.0525 -0.144 0.133 -0.006
N 0.5495 2.9758 0.3213 0.147 0.121 0.127
C 1.0952 4.1980 -0.2652 -0.003 -0.032 0.000
H -1.8435 5.4799 2.2072 -0.020 -0.012 0.020
H -1.9750 5.5764 0.4478 0.015 -0.010 -0.045
H -0.3878 5.4794 1.2277 0.061 -0.013 0.041
H -2.3567 3.2807 1.6135 -0.104 -0.103 0.013
H 1.1042 2.1422 0.1925 -0.018 -0.010 -0.105
H 0.3240 4.7441 -0.8021 -0.011 -0.015 -0.010
H 1.8556 3.9043 -0.9832 -0.011 -0.025 -0.021
H 1.5571 4.8387 0.4848 0.004 -0.004 0.006
Se -2.9814 0.9588 1.8659 0.024 0.060 0.029
C -2.5408 0.5363 3.6847 0.080 0.015 -0.138
C -1.7379 1.3692 4.4492 -0.023 -0.013 0.089
C -1.4243 0.9578 5.7325 -0.042 -0.060 0.048
N -1.8507 -0.1909 6.2621 -0.036 0.021 -0.117
C -2.6148 -0.9724 5.5059 0.091 0.048 0.110
C -2.9944 -0.6558 4.2048 -0.065 -0.093 0.002
H -1.3583 2.3057 4.0628 0.016 0.022 -0.001
H -0.8025 1.5790 6.3685 -0.005 -0.020 -0.007
H -2.9170 -1.9182 5.9397 -0.025 0.029 0.002
H -3.5846 -1.3463 3.6181 0.103 -0.014 0.007
```
Positions in Å, forces in eV/Å.

**ΔE to the lowest compared entry with this formula, charge and spin**: 2.587 eV
**Orbital gap**: 6.370 eV

---

Calculated total energy / eV: -79517.61891; -122037.80198; -102403.12126; -142775.12169